A 17-piece molecular cluster, C102H85N17O34 overall. Source: OMol25; level of theory: ωB97M-V/def2-TZVPD.

Lowest unoccupied orbital energy = -1.35 eV
Frontier orbital gap = 8.12 eV
ΔE to the lowest compared entry with this formula, charge and spin = 306.58 kJ/mol
Molar mass = 2092.9 g/mol

```
238
C102H85N17O34 (ωB97M-V/def2-TZVPD)
C 0.2695 0.4887 5.6171
C -0.9276 0.7641 6.2939
C -1.2762 -0.0073 7.4113
C -0.4253 -0.9991 7.9428
C 0.7935 -1.1744 7.2665
C 1.1452 -0.4741 6.1133
N -0.7508 -1.7941 9.1500
O 0.0621 -2.7040 9.4753
O -1.7103 -1.5367 9.8648
H 0.5280 0.9115 4.6575
H -1.5459 1.5802 5.9502
H -2.2451 0.1497 7.8619
H 1.3991 -1.9890 7.6354
H 2.0236 -0.7128 5.5320
C 1.2165 4.2171 -1.5443
C 1.4758 2.9472 -2.0331
C 2.3149 2.0831 -1.3478
C 2.8700 2.3794 -0.1246
C 2.6685 3.7019 0.3058
C 1.8686 4.6164 -0.3743
N 3.6401 1.3577 0.6756
O 3.7758 0.2607 0.2731
O 4.0824 1.6944 1.7387
H 0.4830 4.8054 -2.0755
H 0.9737 2.5920 -2.9209
H 2.3175 1.0809 -1.7502
H 3.0740 3.9830 1.2665
H 1.6092 5.5930 0.0070
C 0.5983 -1.8245 0.9920
C -0.0602 -1.5442 -0.2532
C -0.6354 -0.2359 -0.4124
C -0.4514 0.7059 0.6630
C 0.2146 0.3014 1.8369
C 0.7275 -0.9448 2.0142
N -0.9951 2.0398 0.6304
O -1.6107 2.3429 -0.4263
O -0.8035 2.9114 1.4642
H 1.0928 -2.7805 1.0818
H 0.0144 -2.1863 -1.1184
H -1.1884 0.0137 -1.3059
H 0.1984 1.0877 2.5771
H 1.1639 -1.1558 2.9793
C 4.7917 0.3997 5.7781
C 5.8789 1.0585 5.2815
C 7.0810 0.4286 5.0976
C 7.3176 -0.8227 5.6839
C 6.2729 -1.5140 6.2085
C 4.9904 -0.9475 6.1861
N 8.7054 -1.4918 5.6470
O 9.6505 -0.9388 5.1073
O 8.8963 -2.6078 6.0982
H 3.8833 0.9472 5.9818
H 5.7511 2.1119 5.0807
H 7.9046 0.9948 4.6883
H 6.3864 -2.5226 6.5776
H 4.1945 -1.4313 6.7328
C -3.3047 -0.9462 -8.7254
C -2.8235 -0.0605 -7.7748
C -3.4813 -0.0098 -6.5518
C -4.7036 -0.6652 -6.3453
C -5.1483 -1.6120 -7.3328
C -4.4337 -1.7489 -8.4934
N -5.4324 -0.5938 -5.0335
O -6.4632 -1.2089 -4.8049
O -4.9285 0.0802 -4.1918
H -2.6381 -0.9962 -9.5737
H -1.8760 0.4406 -7.9079
H -2.9800 0.5485 -5.7750
H -5.9739 -2.2969 -7.2075
H -4.8323 -2.4935 -9.1667
C -2.9164 -2.0562 1.5171
C -2.7041 -2.1100 2.9101
C -3.1982 -1.0573 3.6366
C -3.7510 0.0876 3.0648
C -3.9523 0.0691 1.6602
C -3.5220 -0.9879 0.8689
N -4.2712 1.1399 3.9624
O -4.8908 2.0534 3.4061
O -4.1208 1.1152 5.1739
H -2.6466 -2.8280 0.8115
H -2.1730 -2.9449 3.3430
H -3.1602 -1.0371 4.7158
H -4.4254 0.9425 1.2363
H -3.7638 -0.9282 -0.1820
C -4.8695 3.5959 -5.4422
C -5.7833 3.1004 -6.3965
C -7.0669 2.7429 -6.0015
C -7.4248 2.7857 -4.6425
C -6.4631 3.2023 -3.7029
C -5.2376 3.5925 -4.0902
N -8.8035 2.3183 -4.2842
O -9.0386 2.3626 -3.0682
O -9.5936 1.9638 -5.1697
H -3.9076 3.9375 -5.7950
H -5.5777 2.9797 -7.4498
H -7.7217 2.2658 -6.7157
H -6.7552 3.2682 -2.6653
H -4.5889 3.8826 -3.2769
C 1.5312 -5.9914 1.0181
C 2.3495 -5.7030 2.0694
C 1.8578 -5.1506 3.2435
C 0.4497 -4.9673 3.3817
C -0.3792 -5.3670 2.3326
C 0.1475 -5.8440 1.1305
N -0.0802 -4.4951 4.6384
O 0.6833 -3.8659 5.3880
O -1.2398 -4.8142 4.9319
H 1.8609 -6.4976 0.1228
H 3.4153 -5.7810 1.9138
H 2.5267 -4.9090 4.0562
H -1.4429 -5.2714 2.4933
H -0.5835 -6.0663 0.3672
C -6.2911 -5.0962 -4.5551
C -5.2846 -4.5598 -5.3185
C -4.0978 -4.0258 -4.7445
C -3.8969 -4.0311 -3.3601
C -4.9577 -4.6101 -2.5383
C -6.1177 -5.1573 -3.1784
N -2.7124 -3.5036 -2.6652
O -2.5286 -3.8509 -1.5098
O -1.8836 -2.8604 -3.3779
H -7.1708 -5.5353 -5.0019
H -5.4056 -4.6600 -6.3870
H -3.3434 -3.6512 -5.4205
H -4.8747 -4.5384 -1.4639
H -6.9022 -5.5549 -2.5516
C 8.9235 -2.4742 2.1541
C 8.0786 -1.5049 1.6771
C 6.7195 -1.5771 1.8619
C 6.2802 -2.5795 2.7165
C 7.1205 -3.5218 3.2840
C 8.4791 -3.4288 3.0643
N 4.7902 -2.6013 3.0397
O 4.2972 -3.6862 3.3350
O 4.1058 -1.6024 3.0147
H 9.9888 -2.3682 2.0114
H 8.4697 -0.6951 1.0790
H 6.0645 -0.7647 1.5836
H 6.7462 -4.2939 3.9399
H 9.1964 -4.0606 3.5671
C -0.9327 6.7890 3.0802
C -0.0041 5.7695 2.7194
C 0.6106 5.0030 3.7005
C 0.2792 5.2571 5.0115
C -0.5948 6.3116 5.3905
C -1.1856 7.0403 4.4100
N 0.8475 4.4708 6.1090
O 1.3877 3.4253 5.7112
O 0.7546 4.9214 7.2331
H -1.3860 7.4065 2.3188
H 0.1665 5.5676 1.6722
H 1.4112 4.3043 3.5075
H -0.8518 6.5173 6.4191
H -1.9150 7.7959 4.6620
C -4.6684 6.6570 3.8928
C -4.8710 7.3146 5.1149
C -4.5083 6.7030 6.3081
C -4.0468 5.3663 6.2649
C -3.7576 4.7433 5.0149
C -4.1175 5.3470 3.8500
N -3.7738 4.6732 7.5158
O -3.6373 5.3442 8.5351
O -3.7812 3.4249 7.5025
H -5.1104 7.1704 3.0517
H -5.4318 8.2315 5.2208
H -4.7157 7.1894 7.2498
H -3.3873 3.7288 5.0184
H -4.0697 4.7256 2.9679
C -6.2442 4.7633 0.9226
C -5.1478 4.0065 0.5643
C -4.0780 4.6424 -0.0284
C -4.0276 5.9963 -0.1928
C -5.1418 6.7929 0.1416
C -6.2202 6.1393 0.6366
N -2.8971 6.5886 -0.8932
O -2.8427 7.7816 -1.0983
O -2.0491 5.8528 -1.2945
H -7.0303 4.1941 1.3964
H -5.2191 2.9499 0.7762
H -3.2993 4.0347 -0.4650
H -5.2664 7.8528 -0.0241
H -7.0728 6.7553 0.8814
C 4.4083 -1.6266 -2.0277
C 4.3343 -2.6470 -1.1332
C 3.4899 -3.7214 -1.3959
C 2.7449 -3.7796 -2.6039
C 2.8911 -2.7545 -3.5345
C 3.6657 -1.6658 -3.1846
N 1.9115 -4.9708 -3.0208
O 1.7771 -5.9797 -2.3013
O 1.4097 -5.0277 -4.1467
H 5.0592 -0.7854 -1.8402
H 4.9607 -2.6244 -0.2537
H 3.4451 -4.5432 -0.6966
H 2.3177 -2.7972 -4.4487
H 3.8569 -0.7771 -3.7677
C 0.0784 3.8977 -5.5799
C 0.7414 4.3445 -6.7285
C 0.2742 4.1773 -8.0058
C -0.9703 3.5797 -8.1266
C -1.6919 3.1672 -7.0142
C -1.1953 3.3174 -5.7196
N -1.4936 3.3065 -9.4704
O -0.7240 3.1816 -10.3717
O -2.7409 3.2791 -9.6639
H 0.4652 4.0402 -4.5817
H 1.7192 4.7986 -6.6638
H 0.8962 4.4943 -8.8298
H -2.6310 2.6753 -7.2204
H -1.6032 2.7858 -4.8726
C 8.8753 -8.1363 2.1408
C 7.5613 -7.9056 2.4963
C 6.7635 -6.9503 1.8208
C 7.3882 -6.1743 0.8527
C 8.7237 -6.4608 0.4297
C 9.3992 -7.4522 1.0391
N 6.6127 -4.9807 0.3493
O 5.4843 -4.8767 0.6700
O 7.2465 -4.2078 -0.3463
H 9.3211 -9.0079 2.5969
H 7.1581 -8.6056 3.2132
H 5.7394 -6.7473 2.0973
H 9.1960 -5.8925 -0.3579
H 10.3747 -7.6842 0.6377
C 1.7043 -3.5618 -7.7576
C 0.4289 -3.4321 -7.2862
C 0.0333 -2.3284 -6.5310
C 1.0458 -1.3260 -6.2897
C 2.2625 -1.4209 -6.9192
C 2.6022 -2.5362 -7.6329
N 0.7465 -0.1261 -5.4957
O 1.6315 0.4004 -4.8573
O -0.4144 0.3059 -5.5820
H 1.8768 -4.5160 -8.2333
H -0.2724 -4.2533 -7.2698
H -0.9595 -2.2709 -6.1098
H 3.0785 -0.7191 -6.8292
H 3.6000 -2.6129 -8.0390
```